No. 1
{"formula": "C20H12N6O4V", "method": "wB97M-V/def2-TZVPD", "symbols": ["V", "C", "C", "N", "C", "C", "N", "C", "C", "C", "C", "C", "N", "C", "C", "N", "C", "C", "N", "C", "C", "C", "N", "C", "C", "H", "H", "H", "H", "H", "H", "H", "H", "H", "H", "H", "H", "O", "C", "O", "C", "O", "O"], "xyz": [[-0.1861, -0.0605, 0.2684], [-1.8696, 3.4645, -1.7340], [-1.3168, 2.6622, -0.7585], [-1.3514, 1.3263, -0.8677], [-1.9210, 0.7990, -1.9762], [-2.4599, 1.6452, -2.9473], [-2.4434, 2.9585, -2.8320], [-1.9215, -0.6582, -2.0315], [-2.6123, -1.4576, -2.9231], [-2.5872, -2.8450, -2.7666], [-1.9234, -3.3838, -1.6598], [-1.2624, -2.5418, -0.7882], [-1.2174, -1.2080, -1.0163], [-0.7151, -2.8894, 0.5170], [-0.5110, -4.1870, 0.9833], [-0.0761, -4.4416, 2.2022], [0.1814, -3.3870, 2.9822], [0.0157, -2.0897, 2.5443], [-0.4452, -1.8303, 1.3134], [-3.2975, -3.7264, -3.7164], [-2.7603, -4.9541, -4.0915], [-3.4574, -5.7480, -4.9890], [-4.6254, -5.4072, -5.5242], [-5.1358, -4.2336, -5.1633], [-4.5205, -3.3663, -4.2748], [-1.8493, 4.5415, -1.6362], [-0.8264, 3.0570, 0.1220], [-2.9047, 1.2351, -3.8461], [-3.1654, -1.0177, -3.7413], [-1.9792, -4.4455, -1.4626], [-0.7012, -5.0366, 0.3384], [0.5521, -3.5833, 3.9791], [0.2658, -1.2392, 3.1658], [-1.7998, -5.2824, -3.7164], [-3.0477, -6.7026, -5.2992], [-6.0928, -3.9719, -5.6005], [-5.0087, -2.4385, -4.0064], [3.5065, -0.8469, 1.1206], [2.4710, -0.3027, 0.8397], [1.6189, -0.6950, -0.0782], [1.9604, 0.9471, 1.6362], [2.5976, 1.4641, 2.5118], [0.7377, 1.3133, 1.2728]], "forces_ev_per_angstrom": [[0.48, 0.35, -0.06], [0.01, 0.01, 0.04], [0.01, -0.02, 0.00], [0.02, 0.00, -0.19], [-0.06, 0.10, -0.05], [0.04, -0.05, 0.00], [-0.01, 0.01, 0.01], [-0.15, -0.13, 0.02], [0.08, 0.08, -0.01], [-0.02, 0.00, 0.01], [0.10, 0.01, 0.02], [-0.21, 0.03, -0.13], [-0.12, 0.01, 0.09], [-0.04, -0.10, 0.06], [-0.01, 0.05, 0.02], [0.00, 0.02, 0.03], [0.04, 0.02, 0.00], [-0.03, 0.04, -0.01], [0.09, -0.42, 0.06], [-0.02, -0.04, -0.04], [-0.02, 0.00, 0.00], [0.05, 0.00, 0.00], [-0.02, -0.02, -0.02], [-0.02, 0.02, 0.02], [0.02, -0.01, 0.01], [0.00, 0.00, -0.01], [0.00, 0.02, -0.01], [-0.01, 0.01, 0.00], [0.00, 0.01, 0.00], [0.00, 0.00, 0.00], [0.00, 0.00, 0.01], [-0.01, -0.01, 0.00], [-0.01, -0.01, 0.01], [0.01, 0.01, 0.01], [-0.01, 0.00, 0.00], [0.00, 0.00, -0.01], [0.01, 0.01, 0.01], [-0.03, 0.12, -0.08], [0.21, -0.16, 0.17], [-0.27, 0.13, 0.01], [-0.02, 0.23, 0.30], [0.06, -0.06, -0.13], [-0.15, -0.25, -0.15]], "spin_multiplicity": 4, "gap_ev": [5.283, 7.091], "e_lumo_ev": [-1.6382, -1.8711]}

No. 2
{"formula": "C4H5N3O4", "method": "wB97M-V/def2-TZVPD", "symbols": ["C", "C", "C", "C", "N", "N", "N", "O", "O", "O", "O", "H", "H", "H", "H", "H"], "xyz": [[0.6348, 1.3700, -0.1420], [-0.0450, -1.0911, 0.9028], [-0.8924, -0.1517, -1.1235], [1.6345, 2.4468, -0.3942], [0.2387, 0.6926, -1.2047], [-1.0416, -0.8949, 0.1093], [-0.2418, -1.9609, 2.0046], [-1.5436, -0.3523, -2.0806], [0.1757, -1.5774, 3.0747], [-0.6541, -3.1038, 1.7020], [-2.1942, -1.6703, 0.0604], [1.8519, 2.6493, 0.5768], [0.8865, 3.1351, -0.7826], [2.4903, 2.2137, -0.9704], [0.5874, 0.7794, -2.1883], [-1.8873, -2.4843, 0.4557]], "forces_ev_per_angstrom": [[-0.42, -0.08, -0.38], [0.78, 0.96, -0.40], [1.80, -0.08, -0.49], [-2.21, -1.91, -0.66], [0.07, -0.11, 0.12], [-0.10, -0.57, -0.16], [-0.07, -0.68, -0.23], [-1.26, -0.36, -0.52], [-0.70, -0.57, -0.29], [0.35, 0.61, 0.68], [-0.62, 1.37, -0.07], [1.33, 1.65, 2.47], [0.49, 0.90, -0.31], [0.75, 0.00, -1.10], [-0.36, 0.04, 0.81], [0.16, -1.17, 0.53]], "gap_ev": 7.338, "e_lumo_ev": -1.2309}

No. 3
{"formula": "C4H4O", "method": "wB97M-V/def2-TZVPD", "symbols": ["C", "C", "C", "C", "O", "H", "H", "H", "H"], "xyz": [[0.0399, 1.1683, 0.1694], [-0.5046, -1.1347, -0.1044], [0.2526, -0.2031, 0.5561], [0.8323, 0.2703, -0.8161], [1.5665, -0.2962, 0.2075], [-0.9709, 1.4625, -0.1502], [0.5696, 1.7916, 0.7648], [-0.1776, -2.1176, -0.2430], [-1.6078, -0.9411, -0.3842]], "forces_ev_per_angstrom": [[-2.24, -0.92, -1.70], [-2.66, 1.24, -1.30], [-2.04, -0.74, 1.22], [-0.96, 0.15, -1.18], [2.93, -0.57, 0.94], [0.55, -0.01, 0.26], [1.76, 2.28, 1.25], [0.75, -1.20, -0.35], [1.91, -0.23, 0.87]], "gap_ev": 10.492, "e_lumo_ev": 0.9480}

No. 4
{"formula": "C5H10O", "method": "wB97M-V/def2-TZVPD", "symbols": ["C", "C", "O", "C", "H", "H", "H", "H", "H", "H", "H", "H", "C", "C", "H", "H"], "xyz": [[-0.1906, 1.5377, 1.6975], [0.6685, 0.3828, 1.1875], [0.0433, -0.4066, 0.1996], [-1.0071, -1.2158, 0.6660], [-0.5572, 2.1254, 0.8592], [-1.0406, 1.1732, 2.2695], [0.4085, 2.1763, 2.3405], [1.5646, 0.7771, 0.7005], [0.9778, -0.2538, 2.0306], [-1.2918, -1.8601, -0.1644], [-1.8761, -0.6240, 0.9722], [-0.6814, -1.8346, 1.5109], [0.6549, -0.4639, -2.9784], [0.8364, -0.5242, -4.1574], [0.4942, -0.4128, -1.9398], [0.9966, -0.5765, -5.1940]], "forces_ev_per_angstrom": [[0.09, -0.38, -0.20], [0.11, 0.26, 0.16], [0.05, 0.03, -0.22], [-0.09, -0.03, 0.03], [-0.03, 0.09, -0.05], [-0.09, 0.04, 0.07], [0.03, 0.09, 0.10], [-0.03, -0.06, 0.14], [0.03, 0.04, -0.11], [-0.06, -0.03, 0.07], [0.01, -0.04, 0.00], [-0.02, 0.00, -0.02], [0.07, -0.02, -0.41], [-0.04, 0.02, 0.26], [-0.11, 0.04, 0.71], [0.08, -0.03, -0.52]], "smiles": "CCOC.C#C", "gap_ev": 11.109, "e_lumo_ev": 1.0381}

No. 5
{"formula": "C30H34BrClN5NiO5PS", "method": "wB97M-V/def2-TZVPD", "symbols": ["Ni", "O", "S", "O", "O", "C", "C", "C", "C", "C", "C", "P", "C", "C", "C", "C", "C", "C", "C", "C", "C", "C", "C", "C", "H", "H", "H", "H", "H", "H", "H", "H", "H", "H", "H", "H", "H", "H", "N", "C", "C", "C", "C", "N", "C", "N", "N", "C", "O", "O", "H", "H", "H", "H", "H", "H", "H", "H", "H", "H", "H", "H", "H", "H", "Cl", "C", "H", "H", "Br", "C", "C", "C", "N", "C", "C", "H", "H", "H", "H"], "xyz": [[0.4786, 1.1947, -2.0658], [-3.8505, 2.4063, 0.7846], [-2.6745, 3.0899, 1.2178], [-2.5073, 4.4791, 0.9731], [-1.4256, 2.3034, 0.5556], [-2.3149, 2.6831, 2.8820], [-3.1514, 3.0159, 3.9394], [-2.7845, 2.5899, 5.2022], [-1.6216, 1.8409, 5.3780], [-0.8101, 1.5250, 4.3017], [-1.1459, 1.9668, 3.0225], [-0.2242, 1.6167, 1.4135], [-0.4062, -0.2235, 1.5456], [0.8916, -0.9840, 2.0031], [0.6709, -2.1017, 2.9638], [-0.5500, -2.5471, 3.2656], [-1.7623, -1.8849, 2.7584], [-1.7036, -0.7835, 2.0050], [1.1022, 2.7983, 1.7499], [1.1623, 3.9141, 0.9184], [2.1504, 4.8654, 1.1285], [3.0825, 4.6957, 2.1415], [3.0280, 3.5747, 2.9592], [2.0322, 2.6294, 2.7710], [-4.0589, 3.5818, 3.7744], [-3.4074, 2.8286, 6.0539], [-1.3546, 1.4975, 6.3694], [0.0784, 0.9245, 4.4626], [1.7017, -0.3325, 2.3357], [1.5489, -2.5734, 3.3914], [-0.6717, -3.3836, 3.9425], [-2.7253, -2.2772, 3.0640], [-2.6117, -0.2705, 1.6997], [0.4517, 4.0346, 0.1067], [2.1943, 5.7363, 0.4877], [3.8554, 5.4376, 2.2944], [3.7579, 3.4394, 3.7467], [1.9905, 1.7651, 3.4226], [0.9483, -1.1644, -2.7905], [0.3176, -1.0554, -4.0933], [0.7292, -2.1541, -5.0784], [0.6936, -3.5669, -4.4915], [-0.6871, -4.0684, -4.0556], [-1.2928, -3.3847, -2.8974], [-1.0273, -3.6322, -1.6245], [-0.0146, -4.4400, -1.2882], [-1.8037, -3.1184, -0.6577], [0.5878, 0.3568, -4.6971], [0.3761, 0.4789, -5.8973], [0.9973, 1.2625, -3.8910], [1.9457, -0.9880, -2.8577], [0.8425, -2.0714, -2.3591], [-0.7712, -1.0817, -3.9536], [1.7467, -1.9461, -5.4164], [0.0927, -2.0971, -5.9630], [1.4025, -3.6292, -3.6565], [1.0523, -4.2781, -5.2385], [-0.6585, -5.1350, -3.8243], [-1.3937, -3.9342, -4.8742], [-1.9556, -2.6507, -3.0900], [0.7483, -4.5689, -1.9323], [0.1912, -4.5847, -0.3134], [-2.5645, -2.5101, -0.9159], [-1.4475, -2.9685, 0.2771], [-0.9853, 3.6172, -2.2895], [-1.2777, 1.8002, -2.4524], [-1.6153, 1.6879, -3.4820], [-2.0905, 1.6131, -1.7514], [3.4551, -2.8217, -0.4881], [2.4399, -1.2316, -0.1361], [2.7881, -0.0295, -0.6323], [1.8967, 1.0910, -0.6628], [0.5672, 0.9473, -0.1323], [0.0487, -0.4139, 0.0813], [1.1315, -1.4237, 0.5157], [3.7498, 0.1053, -1.1140], [2.3159, 2.0836, -0.5631], [-0.6601, -0.7191, -0.6831], [0.7655, -2.4485, 0.4039]], "forces_ev_per_angstrom": [[0.11, 0.27, 0.37], [0.00, 0.02, -0.02], [0.00, -0.10, -0.04], [-0.02, 0.05, 0.00], [-0.08, 0.04, -0.08], [0.00, 0.01, 0.06], [0.02, 0.00, -0.02], [-0.02, 0.01, 0.01], [0.01, -0.01, 0.01], [0.02, 0.02, -0.03], [-0.02, 0.01, 0.03], [0.11, -0.12, 0.23], [0.09, 0.03, -0.11], [-0.04, -0.05, 0.07], [0.03, 0.03, 0.00], [-0.05, 0.01, 0.00], [0.01, -0.02, 0.04], [0.04, 0.02, -0.02], [0.06, -0.04, 0.02], [0.00, 0.00, -0.01], [0.00, 0.01, -0.01], [0.00, 0.00, 0.01], [0.00, 0.01, -0.01], [-0.02, 0.01, -0.02], [0.00, 0.00, 0.00], [0.00, 0.00, 0.00], [0.00, 0.00, 0.00], [0.00, 0.00, 0.01], [0.00, 0.00, 0.00], [0.00, 0.00, -0.01], [-0.01, 0.00, -0.01], [0.01, 0.00, 0.00], [0.00, -0.01, 0.00], [0.00, 0.00, 0.00], [-0.01, 0.00, 0.00], [0.00, 0.00, 0.00], [0.00, 0.00, 0.00], [0.01, 0.00, 0.01], [0.02, -0.12, -0.02], [0.06, 0.03, 0.01], [-0.10, -0.05, 0.01], [-0.06, 0.06, 0.11], [0.09, 0.07, -0.05], [-0.04, -0.10, 0.08], [0.01, 0.05, 0.02], [-0.14, 0.06, -0.01], [-0.03, 0.02, -0.12], [-0.08, 0.14, 0.01], [0.11, -0.05, 0.02], [-0.02, -0.28, -0.31], [-0.06, 0.10, 0.06], [0.07, -0.09, -0.06], [0.00, 0.06, 0.04], [0.01, -0.02, -0.03], [0.03, 0.03, -0.02], [0.01, -0.05, -0.05], [0.00, -0.02, -0.01], [-0.01, 0.00, 0.02], [-0.01, -0.02, 0.01], [0.03, 0.02, 0.01], [0.06, -0.02, -0.01], [0.03, -0.02, -0.01], [0.00, -0.03, -0.01], [0.05, -0.04, -0.02], [-0.15, 0.00, -0.07], [-0.05, 0.35, -0.05], [-0.07, -0.07, 0.02], [-0.08, -0.11, -0.08], [-0.01, 0.04, 0.01], [0.03, -0.17, 0.06], [-0.15, 0.18, 0.01], [0.76, -0.17, 0.02], [-0.65, -0.09, -0.28], [0.11, 0.05, 0.22], [-0.04, 0.01, -0.02], [0.00, 0.03, -0.01], [0.00, -0.01, 0.03], [-0.02, 0.05, -0.02], [0.01, 0.03, 0.00]], "gap_ev": [5.829, 5.839], "e_lumo_ev": [-0.4067, -0.4065]}

No. 6
{"formula": "C3H4Cl2", "method": "wB97M-V/def2-TZVPD", "symbols": ["Cl", "C", "C", "C", "Cl", "H", "H", "H", "H"], "xyz": [[2.0862, -1.1395, 0.0601], [0.6194, -0.3602, -0.4585], [-0.0053, 0.8393, 0.0858], [-0.5128, -0.5374, 0.3568], [-2.1924, -1.0983, -0.0494], [0.5684, -0.4714, -1.4420], [0.2376, 1.6887, 0.8333], [-0.2762, 1.5740, -0.9044], [-0.5248, -0.4954, 1.5183]], "forces_ev_per_angstrom": [[1.11, -0.16, 0.37], [2.64, -0.98, 3.26], [-0.66, 5.94, -2.91], [-4.45, 1.53, 3.89], [1.04, 0.13, -0.36], [-0.66, -0.32, -4.01], [0.12, -2.47, -0.63], [-0.03, -2.45, 2.60], [0.89, -1.22, -2.20]], "smiles": "Cl[C@@H]1C[C@H]1Cl", "gap_ev": 11.263, "e_lumo_ev": 0.9219}